{"formula": "C19H38O7", "method": "wB97M-V/def2-TZVPD", "species": ["C", "C", "C", "O", "C", "H", "H", "H", "H", "H", "H", "H", "H", "C", "C", "C", "O", "C", "H", "H", "H", "H", "H", "H", "H", "H", "C", "C", "C", "O", "C", "H", "H", "H", "H", "H", "H", "H", "H", "C", "C", "C", "O", "C", "H", "H", "H", "H", "H", "H", "H", "H", "C", "O", "C", "O", "O", "C", "H", "H", "H", "H", "H", "H"], "coordinates": [[-2.4049, 3.2069, 0.8222], [-1.1971, 2.5364, 0.1307], [-1.8830, 1.4084, -0.5983], [-3.0259, 2.0887, -1.1209], [-3.4903, 3.0727, -0.2290], [-2.3409, 4.2111, 1.2412], [-2.5159, 2.4903, 1.6360], [-0.4068, 2.2876, 0.8389], [-0.8210, 3.3280, -0.5174], [-2.1817, 0.5580, 0.0146], [-1.3191, 1.0803, -1.4716], [-4.4152, 2.7039, 0.2146], [-3.7116, 3.9871, -0.7795], [-1.0745, -1.5420, 0.8496], [-1.0092, -2.4690, 2.0070], [-2.4495, -2.8290, 2.3830], [-3.2179, -1.8199, 1.8672], [-2.6071, -1.5544, 0.5892], [-0.4148, -1.9268, 0.0718], [-0.7751, -0.5548, 1.2016], [-0.6428, -2.1316, 2.9765], [-0.3297, -3.2931, 1.7896], [-2.5956, -2.8680, 3.4625], [-2.8046, -3.7969, 2.0290], [-2.9448, -0.5750, 0.2502], [-3.0964, -2.2260, -0.1163], [0.7526, 1.2689, -1.2471], [0.0258, 0.2069, -2.1146], [-0.2215, -0.9819, -1.0864], [-0.0498, -0.3738, 0.2277], [1.0545, 0.5506, 0.1167], [0.0555, 2.0940, -1.1008], [1.6712, 1.6048, -1.7280], [0.6785, -0.1329, -2.9187], [-0.9659, 0.5234, -2.4378], [0.4565, -1.8066, -1.3064], [-1.2413, -1.3556, -0.9943], [2.0243, 0.0622, 0.0220], [1.1433, 1.2993, 0.9038], [3.2706, 3.4133, -0.4728], [3.0077, 2.3947, 0.5707], [4.2380, 1.4539, 0.4207], [5.1434, 2.0921, -0.4459], [4.7799, 3.4316, -0.6253], [2.8656, 4.3670, -0.1344], [2.7755, 3.0645, -1.3791], [2.0452, 1.8864, 0.5121], [2.9540, 2.9254, 1.5212], [3.9583, 0.4499, 0.1017], [4.7616, 1.3666, 1.3726], [5.2042, 3.8202, -1.5510], [5.2621, 4.0106, 0.1624], [1.7976, -4.2261, 0.7015], [1.1239, -3.9045, -0.5094], [-0.2226, -3.6931, -0.4908], [-0.8845, -3.8669, 0.5024], [-0.6514, -3.1834, -1.6362], [-1.9842, -2.8577, -1.8467], [2.8656, -4.0889, 0.5326], [1.7336, -5.2148, 1.1559], [1.4500, -3.5514, 1.4839], [-2.4486, -2.2496, -1.0704], [-2.4980, -3.8104, -1.9755], [-2.2561, -2.3620, -2.7786]], "relative_energy_ev": 18.548, "homo_lumo_gap_ev": 7.4485, "spin_multiplicity": 1}

{"formula": "C19H39FNO11", "method": "wB97M-V/def2-TZVPD", "species": ["C", "C", "C", "O", "C", "C", "O", "C", "C", "C", "C", "C", "F", "N", "H", "H", "H", "H", "H", "H", "H", "H", "H", "H", "H", "H", "H", "H", "H", "H", "H", "H", "H", "H", "H", "C", "O", "C", "O", "O", "C", "H", "H", "H", "H", "H", "H", "C", "O", "C", "O", "O", "C", "H", "H", "H", "H", "H", "H", "C", "O", "C", "O", "O", "C", "H", "H", "H", "H", "H", "H"], "coordinates": [[5.8440, 3.1040, -0.8563], [4.6488, 2.1501, -0.9896], [3.4118, 2.6842, -0.2770], [2.5846, 1.6204, 0.2468], [1.6273, 1.1187, -0.5979], [1.1825, -0.2730, -0.1260], [-0.1405, -0.2457, 0.3731], [-1.0311, 0.0750, -0.6721], [-0.9364, 1.5710, -1.0098], [-2.0430, 2.4355, -0.3958], [-3.1299, 2.7803, -1.4146], [-4.3606, 3.3195, -0.7162], [-5.4047, 3.3897, -1.6133], [0.4108, 2.0620, -0.5110], [5.5261, 4.1318, -0.6675], [6.4938, 2.8070, -0.0336], [6.4427, 3.1197, -1.7652], [4.4339, 1.9665, -2.0447], [4.8768, 1.1819, -0.5398], [2.8154, 3.3193, -0.9455], [3.6820, 3.2906, 0.5867], [1.9493, 1.1334, -1.6440], [1.2664, -0.9952, -0.9460], [1.8395, -0.5690, 0.6896], [-0.8048, -0.5415, -1.5496], [-2.0409, -0.1573, -0.3349], [-0.9342, 1.7099, -2.0929], [-1.6259, 3.3609, 0.0185], [-2.4831, 1.9042, 0.4534], [-2.7539, 3.5278, -2.1182], [-3.4160, 1.8969, -1.9939], [-4.6655, 2.6666, 0.1047], [-4.1824, 4.3207, -0.3204], [0.6386, 2.9139, -1.0216], [0.3319, 2.3169, 0.4767], [-2.1617, 7.6643, 1.1660], [-1.9135, 7.1656, 2.4860], [-2.3567, 5.9369, 2.7167], [-2.8979, 5.2186, 1.9069], [-2.1103, 5.6279, 3.9823], [-2.5787, 4.3383, 4.3966], [-1.7462, 8.6661, 1.1546], [-1.6690, 7.0392, 0.4226], [-3.2306, 7.6921, 0.9647], [-2.1007, 3.5533, 3.8126], [-3.6583, 4.2712, 4.2794], [-2.3026, 4.2554, 5.4421], [2.9813, -4.1527, -3.9510], [1.9455, -4.7162, -3.1302], [1.2046, -3.8401, -2.4762], [1.3296, -2.6347, -2.5046], [0.2915, -4.4986, -1.7641], [-0.5670, -3.6418, -1.0068], [3.4784, -5.0023, -4.4056], [2.5489, -3.5082, -4.7132], [3.6778, -3.5826, -3.3399], [-1.1183, -2.9924, -1.6861], [0.0335, -3.0368, -0.3285], [-1.2414, -4.2797, -0.4455], [0.6439, -7.4747, -0.2162], [-0.1888, -6.9755, 0.8415], [-0.4907, -7.8784, 1.7768], [-0.1235, -9.0227, 1.7922], [-1.2675, -7.2933, 2.6883], [-1.6711, -8.1616, 3.7574], [0.7899, -6.6280, -0.8768], [1.5952, -7.8275, 0.1777], [0.1495, -8.2903, -0.7402], [-0.8004, -8.5338, 4.2933], [-2.2395, -9.0037, 3.3681], [-2.2887, -7.5503, 4.4071]], "homo_lumo_gap_ev": 9.4002, "total_charge": 1, "spin_multiplicity": 1}